Computed, not measured: a 2-piece molecular cluster, C20H15F4NO2 overall at a distorted geometry, with the ωB97M-V functional and the def2-TZVPD basis.

Geometry as XYZ:
```
42
C20H15F4NO2 | the OMol25 dataset | the ωB97M-V functional and the def2-TZVPD basis
C -3.285 -0.435 2.722
C -1.945 -0.137 2.100
O -0.900 -0.684 2.933
C 0.332 -0.178 2.591
C 1.409 -0.802 3.285
C 2.661 -0.338 3.001
N 3.786 -0.031 2.823
O 0.462 0.736 1.775
H -4.068 -0.205 1.999
H -3.382 -1.481 3.023
H -3.450 0.207 3.592
H -1.864 -0.592 1.101
H -1.796 0.945 2.006
H 1.226 -1.717 3.835
F -2.173 -0.799 10.800
C -2.024 0.161 9.823
C -2.903 1.246 9.831
C -2.725 2.190 8.816
F -3.587 3.265 8.779
C -1.735 2.095 7.853
C -0.831 0.992 7.874
C 0.223 0.908 6.918
C 1.121 -0.152 6.832
C 2.308 -0.093 6.115
C 3.251 -1.170 6.071
C 4.629 -0.932 5.823
C 5.520 -1.991 5.870
F 6.861 -1.741 5.680
C 5.126 -3.311 6.100
C 3.763 -3.527 6.299
F 3.324 -4.822 6.467
C 2.823 -2.504 6.300
C -1.011 0.003 8.887
H -3.683 1.345 10.579
H -1.632 2.851 7.077
H 0.349 1.752 6.233
H 0.896 -1.076 7.373
H 2.606 0.864 5.675
H 4.966 0.080 5.607
H 5.842 -4.128 6.113
H 1.768 -2.724 6.463
H -0.352 -0.863 8.934
```

Summary:
Kohn-Sham gap   4.10 eV
Calculated total energy   -1375.69954 a.u.

Computed, not measured: C41H30BrN9O4Tm as an isolated structure at a distorted geometry, with the ωB97M-V functional and the def2-TZVPD basis.

Geometry as XYZ:
```
86
C41H30BrN9O4Tm | the OMol25 dataset | the ωB97M-V functional and the def2-TZVPD basis
Tm 0.478 -0.213 0.296
O -1.020 1.037 1.752
C -0.891 1.922 2.592
C 0.357 2.463 3.067
C 0.294 3.435 4.072
C 1.451 3.944 4.588
C 2.700 3.509 4.140
C 2.777 2.556 3.156
C 1.608 2.008 2.576
O 1.693 1.131 1.630
N 1.378 4.964 5.648
O 2.428 5.439 6.029
O 0.277 5.368 5.958
H -1.802 2.346 3.041
H -0.661 3.781 4.447
H 3.590 3.932 4.584
H 3.739 2.199 2.810
N -7.610 0.278 -6.651
C -6.730 0.226 -5.915
C -5.626 0.161 -4.982
C -4.374 -0.259 -5.421
C -3.322 -0.330 -4.523
C -3.510 0.027 -3.192
C -4.763 0.450 -2.761
C -5.822 0.514 -3.652
C -2.369 -0.041 -2.228
C -1.819 1.172 -1.847
C -2.215 2.455 -2.324
C -1.404 3.382 -1.718
C -0.525 2.638 -0.898
N -0.749 1.334 -0.968
C -1.984 -1.332 -1.815
C -2.622 -2.533 -2.192
C -2.009 -3.561 -1.493
C -1.033 -2.946 -0.701
N -0.988 -1.620 -0.885
H -4.231 -0.528 -6.459
H -2.346 -0.660 -4.858
H -4.908 0.732 -1.726
H -6.800 0.838 -3.322
H -3.003 2.646 -3.035
H -1.419 4.454 -1.832
H 0.263 3.032 -0.266
H -3.444 -2.618 -2.885
H -2.239 -4.613 -1.526
H -0.359 -3.436 -0.010
C -3.103 -2.449 2.528
C -2.543 -3.412 3.351
C -1.166 -3.476 3.475
C -0.386 -2.575 2.765
N -0.926 -1.664 1.956
C -2.254 -1.601 1.845
C 1.102 -2.535 2.868
C 1.811 -3.316 3.771
C 3.182 -3.163 3.865
C 3.809 -2.219 3.068
C 3.030 -1.491 2.192
N 1.713 -1.655 2.071
H -4.172 -2.359 2.404
H -3.170 -4.107 3.894
H -0.717 -4.221 4.115
H -2.641 -0.848 1.171
H 1.303 -4.023 4.410
H 3.750 -3.759 4.567
H 4.874 -2.039 3.128
H 3.467 -0.715 1.577
N 4.040 -2.566 -1.928
C 3.001 -3.255 -2.510
C 1.875 -2.762 -1.938
N 2.203 -1.795 -1.000
C 3.514 -1.706 -1.038
H 5.019 -2.675 -2.129
H 3.155 -4.002 -3.269
H 0.858 -3.025 -2.158
H 4.125 -1.027 -0.468
Br 1.054 0.221 -3.485
C 2.222 1.365 -2.543
C 2.934 2.289 -3.294
C 3.840 3.097 -2.638
C 4.004 2.945 -1.271
C 3.232 2.008 -0.614
N 2.332 1.218 -1.228
H 2.774 2.357 -4.360
H 4.413 3.831 -3.190
H 4.707 3.547 -0.713
H 3.301 1.878 0.454
```

Summary:
Multiplicity   3
Kohn-Sham gap (alpha / beta)   6.87 / 6.87 eV
Net charge   +1
Calculated total energy   -6033.31375 a.u.

Computed, not measured: C25H24ClIrN5O3 as an isolated structure, with the ωB97M-V functional and the def2-TZVPD basis.

Geometry as XYZ:
```
59
C25H24ClIrN5O3 | the OMol25 dataset | the ωB97M-V functional and the def2-TZVPD basis
Ir 0.104 -0.471 0.113
N 2.712 2.878 0.486
C 2.275 1.642 0.419
N 0.993 1.344 0.357
C 0.010 2.355 0.319
N -1.256 2.068 0.207
N -1.464 0.717 0.110
C -2.616 0.175 -0.002
C -2.613 -1.292 -0.081
C -3.769 -2.032 -0.195
C -3.676 -3.420 -0.272
C -2.432 -4.019 -0.234
C -1.302 -3.222 -0.116
N -1.389 -1.897 -0.039
C 0.465 3.726 0.414
C -0.425 4.806 0.417
C 0.061 6.091 0.502
C 1.437 6.322 0.583
C 2.333 5.271 0.579
C 1.837 3.978 0.495
H 3.710 3.041 0.536
H 2.991 0.828 0.420
H -3.525 0.765 -0.021
H -4.727 -1.532 -0.226
H -4.572 -4.019 -0.367
H -2.318 -5.092 -0.300
H -0.305 -3.641 -0.096
H -1.486 4.613 0.351
H -0.623 6.927 0.505
H 1.809 7.335 0.650
H 3.399 5.448 0.641
Cl -3.254 -1.713 4.244
C -1.703 -1.849 3.514
C -1.094 -3.104 3.418
C 0.135 -3.259 2.797
C 0.764 -2.155 2.252
C 0.186 -0.874 2.394
C -1.052 -0.726 3.054
C 1.969 -2.294 1.357
O 2.896 -3.007 1.617
O 1.846 -1.561 0.264
H -1.605 -3.964 3.832
H 0.596 -4.235 2.711
H 0.828 0.008 2.304
H -1.483 0.254 3.214
C 0.270 -0.203 -4.102
C 0.888 -0.688 -2.803
C 2.279 -0.095 -2.586
C 0.906 -2.210 -2.724
O 0.023 -0.145 -1.761
H 0.869 -0.548 -4.945
H 0.232 0.886 -4.130
H -0.741 -0.591 -4.221
H 2.907 -0.383 -3.429
H 2.733 -0.478 -1.672
H 2.226 0.996 -2.571
H 1.465 -2.597 -3.575
H -0.111 -2.599 -2.798
H 1.385 -2.560 -1.811
```

Summary:
Multiplicity   2
Kohn-Sham gap (alpha / beta)   7.42 / 6.17 eV
Net charge   +2
Relative energy (zero: lowest compared OMol25 entry of this formula, charge and spin)   0.000 eV
Calculated total energy   -2030.57222 a.u.

Computed, not measured: a 2-piece molecular cluster, C13H28FN2O2S overall at a distorted geometry, with the ωB97M-V functional and the def2-TZVPD basis.

Geometry as XYZ:
```
47
C13H28FN2O2S | the OMol25 dataset | the ωB97M-V functional and the def2-TZVPD basis
C 2.020 -1.503 1.857
C 3.134 -1.383 2.599
N 4.388 -1.559 1.945
C 4.963 -0.308 1.386
C 5.220 0.813 2.391
S 5.490 -2.416 2.830
O 5.575 -1.953 4.169
O 6.658 -2.609 2.058
F 4.712 -3.766 2.866
H 1.202 -0.796 1.937
H 1.940 -2.349 1.180
H 3.107 -1.206 3.673
H 5.886 -0.584 0.880
H 4.268 0.036 0.622
H 4.479 0.859 3.187
H 5.165 1.762 1.854
H 6.218 0.768 2.824
C -3.824 1.387 -4.220
C -3.911 0.206 -3.256
C -4.167 0.628 -1.807
C -3.073 1.434 -1.130
N -1.746 0.725 -0.872
C -1.228 1.151 0.488
C -1.958 0.244 1.458
C -1.960 -1.112 0.742
C -1.815 -0.786 -0.751
C -0.757 1.120 -1.922
H -2.950 2.015 -4.028
H -3.749 1.035 -5.247
H -4.712 2.016 -4.148
H -3.005 -0.402 -3.340
H -4.735 -0.438 -3.565
H -4.424 -0.240 -1.195
H -5.062 1.256 -1.786
H -3.441 1.770 -0.163
H -2.837 2.330 -1.702
H -0.154 0.964 0.496
H -1.419 2.212 0.626
H -2.979 0.592 1.617
H -1.475 0.207 2.431
H -2.864 -1.679 0.952
H -1.118 -1.724 1.064
H -2.614 -1.182 -1.364
H -0.876 -1.174 -1.139
H -0.646 2.201 -1.905
H -1.123 0.790 -2.891
H 0.196 0.646 -1.702
```

Summary:
Kohn-Sham gap   9.25 eV
Net charge   +1
Calculated total energy   -1269.86244 a.u.

Computed, not measured: the molecule C6H12O at a distorted geometry, with the ωB97M-V functional and the def2-TZVPD basis.

Geometry as XYZ:
```
19
C6H12O | the OMol25 dataset | the ωB97M-V functional and the def2-TZVPD basis
C 2.128 -0.049 -0.118
C 1.065 0.521 0.893
C -0.568 -0.008 1.160
C -1.403 -0.355 -0.121
C -1.519 0.857 -1.027
C -0.536 -1.477 -0.601
O 0.252 -1.415 -1.510
H 3.067 0.506 0.053
H 2.365 -1.109 0.017
H 1.881 0.097 -1.174
H 1.605 0.506 1.855
H 1.053 1.596 0.630
H -1.071 0.819 1.678
H -0.740 -0.876 1.836
H -2.411 -0.790 0.060
H -1.620 0.603 -2.084
H -2.369 1.485 -0.731
H -0.612 1.448 -0.900
H -0.567 -2.358 0.083
```

Summary:
Kohn-Sham gap   10.61 eV
Structure (SMILES)   CCC[C@@H](C)C=O
Relative energy (zero: lowest compared OMol25 entry of this formula, charge and spin)   1.647 eV
Calculated total energy   -310.99876 a.u.

Computed, not measured: C16H27GaN2 as an isolated structure at a distorted geometry, with the ωB97M-V functional and the def2-TZVPD basis.

Geometry as XYZ:
```
46
C16H27GaN2 | the OMol25 dataset | the ωB97M-V functional and the def2-TZVPD basis
C 1.627 2.381 -0.533
H 2.480 2.886 -0.077
H 2.025 1.968 -1.479
H 1.554 1.551 0.733
C 0.500 3.414 -0.765
H -0.415 2.901 -1.100
H 0.264 3.879 0.193
C 0.813 4.522 -1.783
H -0.074 5.147 -1.952
H 1.619 5.180 -1.428
H 1.115 4.101 -2.749
C -0.788 -2.019 0.242
C -1.420 -1.110 -0.637
C -0.427 -0.564 -1.525
C 0.862 -1.211 -1.165
C 0.581 -2.124 -0.091
C 1.544 -3.098 0.478
C 2.031 -1.295 -2.093
C -0.699 0.037 -2.869
C -2.880 -0.870 -0.733
C -1.485 -2.848 1.262
Ga 0.614 0.651 -0.006
H 2.923 -1.637 -1.560
H 1.834 -2.010 -2.908
H 2.245 -0.321 -2.544
H 2.564 -2.855 0.168
H 1.506 -3.101 1.575
H 1.329 -4.121 0.137
H -2.374 -2.335 1.648
H -1.811 -3.805 0.827
H -0.822 -3.073 2.107
H -3.091 -0.027 -1.397
H -3.401 -1.751 -1.137
H -3.311 -0.650 0.253
H 0.106 0.719 -3.166
H -0.771 -0.747 -3.640
H -1.646 0.586 -2.871
N -1.323 0.416 3.861
C -0.163 -0.253 4.232
C 0.605 -0.284 3.111
N -0.063 0.391 2.076
C -1.250 0.745 2.567
H -2.110 0.647 4.487
H 0.025 -0.599 5.229
H 1.594 -0.712 2.975
H -2.037 1.300 2.049
```

Summary:
Kohn-Sham gap   6.88 eV
Net charge   +2
Relative energy (zero: lowest compared OMol25 entry of this formula, charge and spin)   0.542 eV
Calculated total energy   -2659.48647 a.u.